No. 1
The following is a quantum chemistry calculation of C30H26F5N7O4STi as an isolated structure, from the Open Molecules 2025 dataset.

Each line ends with the Löwdin charge.
Positions of all 74 atoms, in Å:
1 Ti 0.70048 0.54547 -0.16972  1.08
2 C 1.50595 1.43148 4.08286  -0.12
3 C 1.57519 1.41162 2.71719  -0.10
4 N 0.81080 0.58067 1.97798  0.01
5 C -0.05483 -0.23415 2.65244  -0.21
6 C -0.09858 -0.17291 4.06291  -0.08
7 N 0.65414 0.62372 4.77199  0.08
8 C -0.78835 -1.14321 1.83605  -0.23
9 C -1.71508 -2.10228 2.28443  0.05
10 C -2.29314 -2.97648 1.39359  -0.15
11 C -1.92690 -2.88827 0.02282  0.05
12 C -1.02886 -1.93221 -0.36722  -0.19
13 N -0.46876 -1.05957 0.50845  0.00
14 C -0.56531 -1.71975 -1.75463  -0.16
15 C -0.95305 -2.48238 -2.84806  -0.05
16 N -0.51758 -2.23349 -4.07866  0.11
17 C 0.29436 -1.19325 -4.22616  -0.09
18 C 0.69647 -0.41329 -3.14925  -0.15
19 N 0.29540 -0.69748 -1.91200  0.04
20 C -3.28032 -3.98119 1.83969  -0.18
21 C -4.37944 -4.30937 1.05209  -0.01
22 C -5.28471 -5.24902 1.51786  -0.14
23 N -5.16772 -5.87334 2.68554  0.06
24 C -4.11367 -5.56051 3.43325  -0.14
25 C -3.15332 -4.63422 3.06196  -0.02
26 H 2.12512 2.10185 4.66143  0.10
27 H 2.23498 2.07842 2.17363  0.12
28 H -0.78168 -0.81254 4.61111  0.11
29 H -1.99039 -2.13828 3.32909  0.12
30 H -2.34399 -3.58094 -0.69199  0.11
31 H -1.63050 -3.31738 -2.72858  0.12
32 H 0.62867 -0.95595 -5.22672  0.12
33 H 1.33734 0.44594 -3.28101  0.10
34 H -4.54785 -3.82412 0.09994  0.11
35 H -6.15192 -5.51001 0.92214  0.11
36 H -4.02760 -6.08334 4.37891  0.11
37 H -2.30596 -4.44617 3.70778  0.11
38 N -1.28782 1.55209 -0.05378  -0.04
39 C -1.12431 2.89832 0.50320  -0.12
40 C 0.28114 3.38390 0.17685  -0.59
41 O 0.67334 4.49113 0.43901  0.11
42 O 1.02227 2.43768 -0.38174  -0.19
43 H -1.52197 1.64150 -1.06541  -0.02
44 H -2.05327 1.06202 0.39555  0.11
45 H -1.21961 2.86631 1.59115  0.13
46 H -1.85438 3.61150 0.11524  0.13
47 C 2.25837 -2.40653 1.58982  -0.07
48 O 2.32612 -1.61162 0.41681  -0.23
49 C 3.66173 -1.34712 0.03951  -0.18
50 C 3.58435 -0.53017 -1.21932  -0.17
51 O 2.86618 0.67273 -0.93732  -0.29
52 C 3.68375 1.84823 -1.11217  -0.04
53 H 2.86317 -3.30992 1.46729  0.10
54 H 1.22143 -2.69114 1.74058  0.08
55 H 2.61682 -1.84695 2.46065  0.10
56 H 4.20289 -2.28389 -0.14234  0.14
57 H 4.17756 -0.79068 0.83368  0.14
58 H 3.04521 -1.08442 -1.99160  0.12
59 H 4.58183 -0.29156 -1.59016  0.14
60 H 4.01035 1.90739 -2.15105  0.10
61 H 4.54660 1.78582 -0.44426  0.10
62 H 3.07379 2.70925 -0.86863  0.08
63 F 1.29767 7.25667 -2.34096  0.12
64 C 0.71297 6.07793 -2.56318  -0.15
65 C -0.66016 5.94162 -2.47357  -0.15
66 F -1.40960 7.00325 -2.16508  0.12
67 C -1.24999 4.70732 -2.67632  -0.25
68 F -2.58341 4.64310 -2.53626  0.06
69 C -0.52706 3.55050 -2.98610  -0.58
70 S -1.29871 2.00378 -3.25235  0.61
71 C 0.85100 3.74488 -3.07502  -0.25
72 F 1.66498 2.69429 -3.32561  0.05
73 C 1.46978 4.95916 -2.85907  -0.15
74 F 2.80758 5.04952 -2.90919  0.11

The highest occupied orbital energy (spin up / spin down) comes out at -0.2372 / -0.2535 Eh. As for the spin multiplicity: 3. The energy above the lowest of the compared OMol25 structures with the same formula, charge and spin comes out at 0.000 eV. As for the LUMO energy (spin up / spin down): -1.21 / -1.43 eV.



No. 2
The following is a quantum chemistry calculation of C30H26F6N2O3PSSbTl as an isolated structure, from the Open Molecules 2025 dataset.

Each line ends with the Löwdin charge.
Positions of all 71 atoms, in Å:
1 Tl -0.57042 -0.33709 1.90542  1.09
2 C 6.90531 -3.04353 4.68508  0.01
3 C 5.90942 -2.29035 3.89081  -0.18
4 C 4.53468 -2.49579 4.06392  0.04
5 C 3.61569 -1.82043 3.28263  0.01
6 C 4.07358 -0.89637 2.35943  -0.21
7 C 5.42608 -0.67989 2.14955  0.00
8 C 6.33663 -1.35610 2.93582  0.05
9 S 2.88285 0.08586 1.43658  0.58
10 O 3.54823 0.89532 0.46315  -0.26
11 O 1.95530 0.71640 2.32193  -0.38
12 N 2.08820 -1.16963 0.71428  0.03
13 C 2.33683 -1.67833 -0.45585  -0.36
14 C 3.61682 -1.51669 -1.11248  0.07
15 C 3.87708 -2.15055 -2.29265  -0.01
16 C 2.95026 -2.99966 -2.88706  0.06
17 C 1.73750 -3.11263 -2.20828  -0.07
18 N 1.49793 -2.47383 -1.11016  0.18
19 H 6.44645 -3.79880 5.31511  0.10
20 H 7.45188 -2.34806 5.32671  0.12
21 H 7.64842 -3.50961 4.03783  0.11
22 H 4.18114 -3.20099 4.79879  0.14
23 H 2.55782 -1.98420 3.39752  0.13
24 H 5.74137 0.05447 1.42626  0.13
25 H 7.39001 -1.15538 2.81817  0.14
26 H 4.35664 -0.94770 -0.57602  0.10
27 H 4.83850 -1.99165 -2.76494  0.13
28 H 3.11777 -3.46646 -3.84310  0.13
29 H 0.89874 -3.65905 -2.62955  0.14
30 O -1.11699 0.35233 -0.71535  -0.44
31 P -2.07454 1.40043 -1.10375  0.79
32 C -3.06613 0.95105 -2.58587  -0.25
33 C -2.56938 -0.10372 -3.33734  -0.05
34 C -3.16920 -0.38455 -4.55491  -0.04
35 C -4.27622 0.33903 -4.97013  -0.04
36 C -4.78085 1.37126 -4.19315  -0.05
37 C -4.18695 1.66966 -2.97704  -0.08
38 C -3.45457 1.59985 0.12467  -0.20
39 C -4.12363 0.45106 0.50058  0.02
40 C -5.10281 0.54092 1.48367  0.01
41 C -5.41740 1.78347 2.00586  0.02
42 C -4.74283 2.92536 1.60792  0.04
43 C -3.75871 2.84970 0.63050  -0.01
44 C -1.23165 2.97390 -1.36420  -0.27
45 C 0.06819 3.05969 -0.86489  -0.07
46 C 0.82684 4.18821 -1.10070  -0.05
47 C 0.28746 5.24662 -1.82455  -0.04
48 C -1.01310 5.16541 -2.31229  -0.05
49 C -1.77679 4.03733 -2.08373  -0.07
50 H -1.71818 -0.66388 -2.98174  0.11
51 H -2.76217 -1.17335 -5.17032  0.12
52 H -4.76621 0.08433 -5.89958  0.12
53 H -5.64816 1.92883 -4.51363  0.12
54 H -4.60182 2.44563 -2.35113  0.11
55 H -3.89816 -0.50993 0.05935  0.12
56 H -5.61441 -0.36063 1.79102  0.14
57 H -6.23048 1.86701 2.71497  0.14
58 H -4.96395 3.89002 2.04546  0.14
59 H -3.22569 3.73468 0.32246  0.12
60 H 0.47514 2.23133 -0.30049  0.09
61 H 1.83319 4.24005 -0.71631  0.11
62 H 0.87662 6.13302 -2.00525  0.12
63 H -1.42802 5.98363 -2.87952  0.12
64 H -2.77822 3.96558 -2.47851  0.10
65 F -2.15507 -2.11491 0.28933  -0.44
66 Sb -2.66782 -3.26017 1.81429  1.45
67 F -3.01585 -1.50070 2.66642  -0.46
68 F -4.44631 -3.21048 1.13398  -0.35
69 F -3.07170 -4.07312 3.45670  -0.32
70 F -2.06440 -4.72563 0.78061  -0.34
71 F -0.79979 -2.99760 2.40771  -0.47

The highest occupied orbital energy (spin up / spin down) comes out at -0.5210 / -0.5160 Eh. As for the total charge: +2. As for the spin multiplicity: 2. As for the LUMO energy (spin up / spin down): -8.73 / -10.27 eV.



No. 3
The following is a quantum chemistry calculation of C30H26GeN3O4RhS2 as an isolated structure, from the Open Molecules 2025 dataset.

Each line ends with the Löwdin charge.
Positions of all 67 atoms, in Å:
1 Rh 1.07398 1.37890 -1.22626  0.80
2 O 2.78565 -0.06025 -1.16446  -0.22
3 N 4.00394 0.22460 -0.81526  -0.20
4 C 4.96449 -0.68065 -1.09425  -0.01
5 C 6.27901 -0.46571 -0.77370  -0.02
6 C 6.63457 0.70794 -0.10529  -0.03
7 C 5.65050 1.62201 0.18397  -0.07
8 C 4.32288 1.39465 -0.19835  -0.61
9 S 3.13958 2.61076 0.05433  0.79
10 H 4.61804 -1.56963 -1.59764  0.15
11 H 7.02156 -1.19452 -1.05610  0.12
12 H 7.66239 0.90261 0.15635  0.12
13 H 5.86286 2.55626 0.67769  0.12
14 C -7.54633 -0.01300 -0.40814  -0.04
15 C -6.10588 0.37319 -0.41863  -0.26
16 C -5.69897 1.57008 -1.00254  -0.02
17 C -4.36764 1.94667 -0.99495  -0.04
18 C -3.44927 1.11499 -0.38686  -0.30
19 C -3.82452 -0.07767 0.21050  -0.04
20 C -5.15427 -0.44693 0.18743  -0.01
21 S -1.71426 1.48133 -0.36162  0.61
22 O -1.35424 2.60380 -1.20201  -0.31
23 O -1.35502 1.61474 1.04379  -0.40
24 N -0.93688 0.18119 -0.92802  -0.16
25 C -1.03701 -0.02355 -2.28046  -0.41
26 C -2.22383 -0.27445 -2.97493  0.02
27 C -2.15879 -0.38124 -4.34920  -0.02
28 C -0.92659 -0.29885 -4.99054  -0.04
29 C 0.20793 -0.08845 -4.22808  -0.11
30 N 0.14196 0.06389 -2.91257  0.05
31 H -8.09225 0.49089 -1.19966  0.08
32 H -7.98698 0.27220 0.54711  0.10
33 H -7.66245 -1.08643 -0.52795  0.09
34 H -6.42861 2.21271 -1.47003  0.12
35 H -4.02978 2.86317 -1.45294  0.12
36 H -3.06426 -0.69186 0.66937  0.10
37 H -5.45994 -1.37804 0.64025  0.12
38 H -3.15913 -0.35714 -2.44455  0.11
39 H -3.06668 -0.53110 -4.91380  0.12
40 H -0.85269 -0.40421 -6.05975  0.11
41 H 1.19628 -0.04320 -4.66784  0.12
42 O 0.86936 4.20008 -2.35141  0.17
43 C 1.14359 3.10446 -2.25981  -0.15
44 Ge 0.76922 0.88712 1.43509  1.01
45 C 2.49109 -0.15684 2.24786  -0.29
46 C 3.27104 0.63609 3.05864  -0.15
47 C 4.56315 0.22148 3.35118  -0.08
48 C 5.02616 -0.98719 2.85663  -0.09
49 C 4.21763 -1.78084 2.05936  -0.09
50 C 2.92807 -1.36231 1.75395  -0.12
51 C -0.29046 -0.77518 1.98560  -0.34
52 C -0.42263 -1.84770 1.13072  -0.16
53 C -1.34882 -2.83627 1.42972  -0.09
54 C -2.11182 -2.74136 2.58206  -0.09
55 C -1.96317 -1.65936 3.43203  -0.08
56 C -1.03614 -0.67098 3.13947  -0.11
57 H 0.62386 1.74712 2.72962  0.02
58 H 2.89338 1.57005 3.44993  0.09
59 H 5.19381 0.84749 3.96790  0.11
60 H 6.01940 -1.32437 3.11289  0.11
61 H 4.57759 -2.72572 1.67347  0.11
62 H 2.28986 -1.97715 1.13623  0.09
63 H 0.14716 -1.89685 0.21172  0.09
64 H -1.46786 -3.67517 0.75979  0.10
65 H -2.81632 -3.52212 2.82690  0.10
66 H -2.55830 -1.57896 4.32840  0.11
67 H -0.91818 0.18475 3.78765  0.10

The highest occupied orbital energy (spin up / spin down) comes out at -0.3863 / -0.3894 Eh. As for the total charge: +1. As for the spin multiplicity: 2. The energy above the lowest of the compared OMol25 structures with the same formula, charge and spin comes out at 5.057 eV. As for the LUMO energy (spin up / spin down): -5.94 / -5.06 eV.